1.
A structure of composition C32H42F5N6NdO2S3SiTe, computed with ωB97M-V/def2-TZVPD.

```
93
Properties=species:S:1:pos:R:3
Nd 0.841 0.514 0.025
C -1.458 -1.052 -3.830
C -1.152 -0.113 -2.705
N -0.286 -0.443 -1.807
N 0.490 -1.545 -1.991
C 0.837 -2.302 -1.043
S 0.163 -2.496 0.675
S 2.112 -3.504 -1.314
C 3.025 -2.816 -2.764
C 4.469 -2.514 -2.468
C 5.020 -1.285 -2.802
C 6.352 -1.017 -2.522
C 7.145 -1.980 -1.918
C 6.609 -3.222 -1.607
C 5.278 -3.485 -1.877
C -1.789 1.184 -2.575
C -3.029 1.428 -3.185
C -3.655 2.650 -3.107
C -3.028 3.689 -2.415
C -1.816 3.483 -1.801
C -1.157 2.231 -1.829
O -0.021 2.094 -1.216
H -0.513 -1.454 -4.202
H -1.987 -0.565 -4.643
H -2.044 -1.899 -3.466
H 2.471 -1.939 -3.086
H 2.959 -3.593 -3.527
H 4.399 -0.534 -3.273
H 6.775 -0.053 -2.773
H 8.181 -1.766 -1.690
H 7.231 -3.985 -1.156
H 4.853 -4.448 -1.617
H -3.518 0.619 -3.715
H -4.616 2.809 -3.576
H -3.498 4.664 -2.360
H -1.314 4.282 -1.266
C -4.444 -3.873 2.037
Si -5.020 -2.504 0.876
C -6.773 -1.970 1.350
C -5.058 -3.104 -0.916
C -3.941 -0.938 0.995
C -4.453 0.255 1.486
C -3.686 1.411 1.491
C -2.408 1.338 0.983
N -1.859 0.210 0.524
C -2.603 -0.905 0.544
S -1.911 -2.429 -0.029
H -5.143 -4.712 2.002
H -4.377 -3.541 3.075
H -3.467 -4.245 1.733
H -7.459 -2.807 1.205
H -7.129 -1.146 0.728
H -6.855 -1.663 2.395
H -5.977 -3.657 -1.120
H -4.214 -3.762 -1.117
H -5.003 -2.268 -1.617
H -5.460 0.280 1.887
H -4.073 2.347 1.868
H -1.780 2.222 0.916
C 2.566 6.533 -0.808
C 2.225 5.231 -0.150
C 1.116 5.100 0.679
C 0.812 3.866 1.219
N 1.535 2.769 0.997
C 2.620 2.893 0.222
C 2.988 4.089 -0.365
H 2.192 7.378 -0.233
H 2.109 6.569 -1.799
H 3.643 6.634 -0.937
H 0.492 5.958 0.899
H -0.049 3.743 1.869
H 3.233 2.002 0.087
H 3.873 4.134 -0.987
F 2.448 0.320 1.558
Te 3.042 -1.985 0.597
F 3.447 -3.793 1.334
F 0.064 -4.341 -0.026
F 2.541 -0.136 -1.063
F 4.031 -1.617 2.404
O 0.163 -1.066 1.339
N 1.857 -1.155 4.017
C 1.346 -0.357 5.144
C 0.178 0.559 4.732
N 0.332 1.368 3.530
H 2.334 -2.012 4.296
H 2.569 -0.631 3.467
H 1.138 -1.368 3.301
H 2.173 0.243 5.523
H 1.015 -1.027 5.938
H 0.027 1.238 5.574
H -0.732 -0.035 4.623
H 0.203 0.883 2.644
H 1.228 1.839 3.506
```

The expectation value of S² is 3.7522. The energy above the lowest of the compared OMol25 structures with the same formula, charge and spin is 273.5 kJ/mol. As for the multiplicity: 4. Its orbital gap (spin up / spin down) is 7.01 / 7.01 eV. The calculated total energy is -4536.54385 hartree.

---

2.
The molecule C32H42N2O5, computed with ωB97M-V/def2-TZVPD.

```
81
Properties=species:S:1:pos:R:3
C 2.780 -4.035 1.285
C 2.007 -3.018 0.509
O 0.632 -3.154 1.069
C -0.223 -2.293 0.629
C -1.487 -2.022 1.194
C -2.617 -2.098 0.261
O -2.520 -2.386 -0.931
C -3.975 -1.800 0.894
C -4.857 -3.043 1.069
C -4.309 -4.259 1.822
C -2.867 -4.725 1.537
C -1.819 -4.179 2.510
C -1.670 -2.638 2.549
O 0.224 -1.377 -0.175
H 3.819 -4.027 0.953
H 2.761 -3.792 2.351
H 2.372 -5.037 1.133
H 2.358 -2.000 0.703
H 1.958 -3.229 -0.566
H -3.869 -1.242 1.839
H -4.485 -1.126 0.187
H -5.763 -2.722 1.598
H -5.184 -3.358 0.069
H -4.417 -4.110 2.907
H -4.969 -5.103 1.570
H -2.849 -5.817 1.660
H -2.579 -4.520 0.494
H -2.067 -4.512 3.527
H -0.839 -4.616 2.267
H -0.783 -2.403 3.161
H -2.536 -2.173 3.045
C 1.746 1.410 -7.481
C 1.505 0.912 -6.058
N 0.240 1.346 -5.478
C -0.006 0.987 -4.164
C -1.318 0.884 -3.650
C -1.537 0.504 -2.326
C -0.458 0.345 -1.455
C -0.622 -0.181 -0.044
C -0.044 0.705 1.030
C 0.115 2.080 0.770
C 0.810 2.889 1.651
C 1.323 2.372 2.864
N 1.989 3.206 3.748
C 2.878 2.613 4.745
C 3.405 3.653 5.736
O 3.856 4.843 5.085
C 2.802 5.475 4.361
C 2.225 4.563 3.286
C 1.086 1.008 3.151
C 0.388 0.201 2.255
C 0.841 0.507 -1.933
C 1.072 0.773 -3.272
C -0.901 1.657 -6.329
C -0.442 2.282 -7.640
O 0.555 1.467 -8.262
H 2.228 2.405 -7.430
H 2.387 0.696 -8.014
H 1.565 -0.194 -6.084
H 2.332 1.284 -5.443
H -2.185 1.067 -4.285
H -2.545 0.326 -1.957
H -1.697 -0.277 0.136
H -0.282 2.503 -0.153
H 0.960 3.932 1.377
H 2.335 1.848 5.313
H 3.751 2.134 4.258
H 2.606 3.877 6.471
H 4.304 3.274 6.242
H 1.980 5.794 5.033
H 3.279 6.346 3.888
H 2.923 4.572 2.426
H 1.273 5.010 2.975
H 1.437 0.569 4.083
H 0.166 -0.828 2.531
H 1.706 0.421 -1.274
H 2.107 0.836 -3.604
H -1.479 0.744 -6.567
H -1.556 2.371 -5.814
H -1.267 2.292 -8.365
H -0.066 3.307 -7.446
```

The energy above the lowest of the compared OMol25 structures with the same formula, charge and spin is 0.0 kJ/mol. Its orbital gap is 7.99 eV. The calculated total energy is -1730.14618 hartree.

---

3.
A structure of composition C32H43BBrCdN9O4S3Te4, computed with ωB97M-V/def2-TZVPD.

```
98
Properties=species:S:1:pos:R:3
Cd 0.074 0.993 0.689
C -3.581 -0.244 -3.853
C -2.162 -0.406 -4.395
C -1.489 0.956 -4.515
C -2.188 -1.026 -5.799
N -1.451 -1.347 -3.484
C -1.695 -2.710 -3.573
C -0.980 -3.309 -2.607
N -0.302 -2.338 -1.916
B 0.657 -2.708 -0.762
N 2.046 -2.067 -1.140
C 2.619 -2.603 -2.275
C 3.795 -1.989 -2.495
N 3.967 -1.065 -1.481
C 2.874 -1.115 -0.658
S 2.622 -0.088 0.670
C 5.128 -0.134 -1.371
C 4.653 1.312 -1.548
C 5.832 -0.332 -0.028
C 6.129 -0.459 -2.480
N 0.116 -2.400 0.651
C 0.948 -2.503 1.748
C 0.195 -2.442 2.856
N -1.130 -2.311 2.456
C -1.182 -2.354 1.091
S -2.574 -2.491 0.126
C -2.231 -2.345 3.464
C -2.519 -3.817 3.762
C -3.514 -1.643 3.016
C -1.733 -1.627 4.726
C -0.600 -1.130 -2.438
S 0.036 0.386 -1.901
H -4.169 0.395 -4.517
H -3.548 0.215 -2.867
H -4.078 -1.212 -3.763
H -2.038 1.521 -5.271
H -0.447 0.866 -4.825
H -1.511 1.507 -3.583
H -2.562 -0.280 -6.499
H -2.841 -1.895 -5.869
H -1.183 -1.318 -6.108
H -2.370 -3.130 -4.292
H -0.921 -4.341 -2.318
H 0.819 -3.908 -0.844
H 2.121 -3.370 -2.842
H 4.502 -2.126 -3.289
H 4.137 1.684 -0.666
H 3.962 1.391 -2.390
H 5.510 1.958 -1.740
H 5.156 -0.137 0.800
H 6.668 0.367 0.034
H 6.216 -1.352 0.057
H 5.715 -0.264 -3.471
H 6.474 -1.494 -2.431
H 6.991 0.193 -2.348
H 2.011 -2.607 1.646
H 0.494 -2.432 3.885
H -2.914 -4.304 2.869
H -3.257 -3.896 4.564
H -1.610 -4.337 4.074
H -4.022 -2.191 2.231
H -3.304 -0.638 2.656
H -4.161 -1.576 3.894
H -0.998 -2.211 5.282
H -2.580 -1.449 5.388
H -1.294 -0.662 4.472
Te 1.602 3.384 -0.231
Te 2.947 5.592 -0.990
Te 0.165 6.154 2.622
Te -0.637 3.891 1.427
C 3.342 1.397 3.641
C 1.892 1.587 3.906
N 0.921 1.328 3.062
C -0.235 1.776 3.651
C 0.034 2.230 4.920
N 1.402 2.114 5.046
C -0.732 2.584 6.138
O -2.036 2.675 6.033
O -0.140 2.742 7.188
C -1.585 1.539 3.025
O -2.573 2.070 3.567
O -1.668 0.720 2.063
H 3.663 2.113 2.881
H 3.524 0.397 3.252
H 3.928 1.548 4.548
H 1.911 2.456 5.844
H -2.322 2.540 5.061
Br -5.557 3.621 -4.256
C -4.156 3.400 -2.984
C -4.361 2.593 -1.881
C -3.288 2.420 -1.018
N -2.101 2.975 -1.225
C -1.930 3.758 -2.279
C -2.939 4.019 -3.197
H -5.307 2.104 -1.700
H -3.385 1.809 -0.125
H -0.943 4.199 -2.388
H -2.763 4.652 -4.054
```

The energy above the lowest of the compared OMol25 structures with the same formula, charge and spin is 287.8 kJ/mol. Its orbital gap is 4.07 eV. Its total charge is -2. The calculated total energy is -7072.56458 hartree.